{"formula": "C46H44BF3IN5O9PReS2", "method": "ωB97M-V with the def2-TZVPD basis set", "elements": ["Re", "I", "C", "C", "C", "C", "C", "C", "C", "C", "C", "P", "C", "C", "C", "C", "C", "C", "C", "C", "C", "C", "C", "C", "C", "H", "H", "H", "H", "H", "H", "H", "H", "H", "H", "H", "H", "H", "H", "H", "H", "N", "C", "N", "S", "H", "H", "H", "H", "F", "C", "F", "F", "S", "O", "O", "O", "C", "C", "C", "C", "N", "N", "C", "H", "H", "H", "H", "H", "H", "H", "H", "C", "C", "C", "C", "C", "C", "C", "C", "O", "B", "O", "C", "C", "H", "H", "H", "H", "H", "H", "H", "H", "H", "H", "H", "H", "O", "C", "O", "C", "C", "C", "C", "C", "C", "N", "O", "O", "H", "H", "H", "H"], "positions_angstrom": [[0.00033, -0.53963, 0.44562], [-0.88493, -3.11087, 0.91142], [0.79175, -4.29619, 0.58136], [0.55107, -5.43253, -0.13648], [1.58848, -6.33867, -0.41596], [2.82405, -6.09495, 0.09252], [3.08751, -4.94106, 0.87164], [4.36168, -4.82387, 1.47419], [4.63470, -3.78297, 2.30155], [3.67973, -2.76416, 2.45522], [2.45018, -2.77238, 1.83438], [1.50159, -1.19136, 2.07330], [2.88981, -0.03275, 2.37848], [3.89666, 0.08424, 1.41985], [4.91149, 1.01406, 1.57422], [4.93546, 1.84115, 2.69132], [3.94473, 1.72284, 3.65311], [2.92716, 0.78934, 3.49862], [0.75008, -1.45020, 3.71985], [-0.11940, -0.47435, 4.20337], [-0.74630, -0.62680, 5.42916], [-0.52619, -1.77273, 6.18219], [0.32744, -2.75460, 5.70471], [0.96682, -2.59403, 4.48236], [2.08153, -3.95113, 1.09318], [-0.44720, -5.63596, -0.50091], [1.38884, -7.22257, -1.00548], [3.63322, -6.79646, -0.06719], [5.09447, -5.59930, 1.28985], [5.58457, -3.70553, 2.81274], [3.95703, -1.92380, 3.07593], [3.90019, -0.56833, 0.55466], [5.69524, 1.08058, 0.83002], [5.73254, 2.56247, 2.81620], [3.96196, 2.35209, 4.53346], [2.16739, 0.70679, 4.26536], [-0.29855, 0.41628, 3.61727], [-1.41195, 0.14520, 5.79351], [-1.02162, -1.90125, 7.13540], [0.49816, -3.65359, 6.28220], [1.62431, -3.37533, 4.12610], [-0.55010, 3.92865, 1.95948], [-0.74757, 2.62084, 1.83801], [-1.82096, 2.07509, 2.39888], [0.51473, 1.68784, 1.11942], [-1.23185, 4.52884, 2.39387], [0.19271, 4.37451, 1.44004], [-2.57889, 2.66424, 2.70501], [-2.03815, 1.10803, 2.18305], [-4.80305, 0.19167, -1.49779], [-4.38094, -0.18713, -0.29957], [-5.00137, 0.53100, 0.63519], [-4.65982, -1.47236, -0.11760], [-2.57229, 0.09803, -0.17340], [-1.94528, -0.79006, -1.14826], [-2.23899, -0.39361, 1.20129], [-2.38016, 1.50320, -0.37639], [4.00819, 1.77182, -2.56846], [3.15906, 0.61508, -2.17189], [2.96060, -0.62195, -2.74485], [2.00916, -1.26906, -1.94283], [1.66731, -0.48397, -0.91809], [2.37859, 0.65265, -1.08467], [1.38571, -2.59412, -2.19853], [4.51653, 1.55398, -3.50461], [4.76325, 1.98891, -1.81113], [3.40005, 2.66684, -2.71076], [3.41335, -1.00604, -3.64352], [2.22607, 1.43491, -0.46714], [1.52418, -2.86645, -3.24439], [0.31453, -2.56681, -1.98653], [1.84256, -3.37207, -1.58903], [2.57884, 8.38486, 0.29767], [2.31583, 7.01433, 0.93698], [1.90461, 7.20481, 2.40322], [3.61445, 6.20675, 0.91263], [1.19261, 6.31662, 0.16721], [-0.09757, 6.86127, 0.18123], [-1.16864, 6.29645, -0.50968], [-0.91172, 5.14515, -1.21568], [-1.77153, 4.36642, -1.95625], [-0.97664, 3.33836, -2.42382], [0.34472, 3.45589, -2.01380], [0.35744, 4.59699, -1.24704], [1.42488, 5.15404, -0.57870], [3.36721, 8.90901, 0.84101], [1.68554, 9.01023, 0.31378], [2.89404, 8.27447, -0.74114], [2.70350, 7.70718, 2.95110], [1.72154, 6.24183, 2.88733], [1.00580, 7.81321, 2.50372], [4.36893, 6.71729, 1.51211], [4.01339, 6.10780, -0.09855], [3.47821, 5.20678, 1.33277], [-0.27690, 7.77183, 0.73757], [-2.15478, 6.74001, -0.49137], [2.39964, 4.69121, -0.63666], [-1.43831, 2.40342, -3.31356], [-0.72651, 1.25835, -3.50744], [-0.02085, 0.78977, -2.66298], [-0.91110, 0.65518, -4.84983], [-1.79571, 1.15870, -5.79708], [-1.91218, 0.53737, -7.03318], [-1.14275, -0.57660, -7.33207], [-0.26853, -1.05236, -6.36950], [-0.13826, -0.46333, -5.13251], [0.56539, -2.23365, -6.67345], [0.47843, -2.71126, -7.78184], [1.28903, -2.65019, -5.78813], [-2.39353, 2.02821, -5.56254], [-2.60399, 0.92342, -7.76855], [-1.20868, -1.07484, -8.28799], [0.55283, -0.84917, -4.39778]], "mulliken_charge": [0.686, 0.341, 0.511, -0.421, -0.968, -0.862, 0.786, -0.836, -1.460, 0.280, 0.018, 2.296, 0.305, -0.225, -0.932, -0.776, -0.883, -0.373, 0.702, -0.557, -0.869, -0.763, -0.774, -0.999, -0.421, 0.477, 0.416, 0.429, 0.442, 0.457, 0.818, 0.557, 0.543, 0.442, 0.464, 0.455, 0.694, 0.468, 0.416, 0.456, 0.386, 0.041, -0.139, 0.017, -0.353, 0.253, -0.265, 0.259, 0.074, -0.177, 0.339, -0.205, -0.187, 1.021, -0.619, -1.022, -0.588, -1.384, 0.607, -1.277, -0.201, -0.041, 2.104, -0.836, 0.454, 0.251, 0.136, 0.676, -0.628, 0.434, 0.185, 0.007, -1.790, 1.980, -1.641, -2.180, 0.248, -0.203, -2.268, 1.170, -0.503, 1.160, -0.348, 0.121, -0.126, 0.477, 0.343, 0.397, 0.506, 0.278, 0.356, 0.461, 0.328, 0.433, 0.439, 0.505, 0.461, -0.851, 0.392, 0.468, 0.428, -0.702, -0.714, -0.642, 0.138, -0.375, 1.016, -0.618, -0.594, 0.566, 0.429, 0.513, 0.281], "charge": 1, "spin_multiplicity": 2, "relative_energy_kcal_mol": 11.9, "largest_force_ev_per_a": 0.795, "total_energy_ev": -124311.7446, "e_lumo_ev": [-2.35, -2.49], "homo_energy_ev": [-9.842, -9.567]}

{"formula": "C46H44BN6O14", "method": "ωB97M-V with the def2-TZVPD basis set", "elements": ["C", "C", "C", "C", "C", "C", "C", "C", "O", "B", "O", "C", "C", "H", "H", "H", "H", "H", "H", "H", "H", "H", "H", "H", "H", "H", "H", "C", "C", "C", "C", "C", "C", "N", "O", "O", "H", "H", "H", "H", "H", "C", "C", "C", "C", "C", "C", "N", "O", "O", "H", "H", "H", "H", "H", "C", "C", "C", "C", "C", "C", "N", "O", "O", "H", "H", "H", "H", "H", "C", "C", "C", "C", "C", "C", "N", "O", "O", "H", "H", "H", "H", "H", "C", "C", "C", "C", "C", "C", "N", "O", "O", "H", "H", "H", "H", "H", "C", "C", "C", "C", "C", "C", "N", "O", "O", "H", "H", "H", "H", "H"], "positions_angstrom": [[-2.45802, -0.13366, 2.60213], [-1.90789, -1.32001, 1.66439], [-0.73404, -2.16656, 2.22581], [-0.19050, -3.30864, 1.34045], [-0.81024, -3.57457, -0.08032], [-0.14053, -4.77402, -0.91171], [-0.63745, -4.87845, -2.42613], [-0.18755, -3.64806, -3.37737], [-1.39836, -3.26684, -4.10264], [-2.21597, -4.52122, -4.03880], [-2.01425, -5.20459, -2.71672], [-1.96925, -2.70656, -0.62354], [-2.53235, -1.56614, 0.26732], [-1.94825, 0.83588, 2.25496], [-3.59677, -0.08975, 2.47500], [-2.23764, -0.37180, 3.69905], [-0.23101, -1.99341, 3.23634], [0.67384, -3.95905, 1.68849], [0.98876, -4.52598, -0.95645], [-0.23596, -5.74543, -0.31443], [0.01026, -5.75210, -2.84119], [0.59797, -3.99002, -4.14386], [0.36089, -2.78187, -2.83655], [-2.18474, -5.23193, -4.99826], [-3.33206, -4.07022, -3.89393], [-2.43821, -2.86610, -1.64813], [-3.37282, -0.91425, -0.13751], [6.82757, -2.50604, 0.91304], [6.18724, -2.95180, -0.23939], [4.80908, -2.81468, -0.36804], [4.08192, -2.22453, 0.66379], [4.71589, -1.78307, 1.82319], [6.09410, -1.92682, 1.94434], [2.63348, -2.05511, 0.52181], [2.11128, -2.47076, -0.50014], [2.03240, -1.50305, 1.43325], [7.90439, -2.60967, 1.00760], [6.76372, -3.40391, -1.03963], [4.32189, -3.16596, -1.27105], [4.15606, -1.32721, 2.63248], [6.59811, -1.58374, 2.84171], [-4.23516, -0.38856, -4.81932], [-4.83219, 0.85903, -4.98270], [-4.07606, 1.94169, -5.41858], [-2.72099, 1.76244, -5.69283], [-2.11586, 0.51752, -5.52389], [-2.87964, -0.55921, -5.08473], [-1.92660, 2.89401, -6.17618], [-2.48700, 3.97640, -6.29466], [-0.74894, 2.69443, -6.43851], [-4.82972, -1.23321, -4.48410], [-5.88933, 0.98610, -4.77265], [-4.55287, 2.90775, -5.54180], [-1.06148, 0.37081, -5.73024], [-2.41928, -1.53467, -4.95225], [-3.20701, 5.86361, 5.14130], [-4.09797, 5.48410, 6.14152], [-4.22401, 4.14366, 6.49064], [-3.44814, 3.19098, 5.83329], [-2.56002, 3.56353, 4.82597], [-2.44241, 4.90599, 4.48134], [-3.55761, 1.78054, 6.21345], [-4.36007, 1.48509, 7.08801], [-2.83675, 0.98122, 5.63628], [-3.10733, 6.91167, 4.87537], [-4.69251, 6.23492, 6.65150], [-4.92140, 3.86101, 7.27131], [-1.95652, 2.82701, 4.30655], [-1.75157, 5.20702, 3.70038], [2.49212, 1.71702, 0.22924], [2.77091, 2.81040, -0.58532], [2.22817, 4.05591, -0.28808], [1.41022, 4.19582, 0.83151], [1.12155, 3.10305, 1.64680], [1.66590, 1.86110, 1.34103], [0.85690, 5.51045, 1.16267], [1.11529, 6.44350, 0.41550], [0.16941, 5.60347, 2.17194], [2.92160, 0.74712, -0.00224], [3.41416, 2.69214, -1.45087], [2.45258, 4.89888, -0.93008], [0.48220, 3.20267, 2.51700], [1.44999, 1.00414, 1.97058], [-2.48753, -7.50716, -0.50440], [-1.96963, -7.38612, 0.78364], [-2.27905, -8.33552, 1.75221], [-3.10608, -9.40726, 1.41974], [-3.63406, -9.53059, 0.13580], [-3.32169, -8.57508, -0.82549], [-3.41414, -10.42256, 2.42869], [-2.94876, -10.27258, 3.55071], [-4.11649, -11.36694, 2.09309], [-2.24141, -6.76668, -1.26590], [-1.32252, -6.55255, 1.03154], [-1.86920, -8.22904, 2.75049], [-4.28223, -10.35864, -0.12937], [-3.72524, -8.66358, -1.82862], [5.35221, 10.32237, -1.51784], [4.46805, 9.91690, -0.52251], [4.36044, 8.57012, -0.19273], [5.14805, 7.63738, -0.86465], [6.02959, 8.03573, -1.86732], [6.12850, 9.38434, -2.19230], [5.05592, 6.22137, -0.50310], [4.25820, 5.90840, 0.36774], [5.78431, 5.43361, -1.09030], [5.43755, 11.37542, -1.76880], [3.86424, 10.65215, -0.00117], [3.66757, 8.26680, 0.58466], [6.64203, 7.31507, -2.39793], [6.81385, 9.70581, -2.96939]], "mulliken_charge": [-0.995, 0.948, -0.644, -1.036, 0.674, -0.337, -0.234, -0.264, -0.641, 0.746, -0.630, -0.077, -0.929, 0.163, 0.332, 0.276, 0.251, 0.429, 0.221, 0.284, 0.170, 0.269, -0.097, -0.332, -0.338, 0.284, 0.299, -0.409, -0.529, -0.305, 0.042, -0.234, -0.548, 0.951, -0.566, -0.385, 0.369, 0.377, 0.453, 0.418, 0.373, -0.598, -0.321, -0.407, 0.135, -0.482, -0.094, 1.009, -0.621, -0.611, 0.427, 0.375, 0.422, 0.449, 0.403, -0.551, -0.397, -0.483, 0.018, -0.210, -0.230, 0.980, -0.609, -0.585, 0.399, 0.363, 0.430, 0.447, 0.434, -0.134, -0.767, -0.119, -0.084, -0.671, -0.264, 1.011, -0.602, -0.644, 0.285, 0.420, 0.547, 0.515, 0.440, -0.135, -0.041, -0.473, -0.097, -0.308, -0.685, 0.995, -0.613, -0.621, 0.531, 0.311, 0.440, 0.425, 0.432, -0.372, -0.527, -0.188, 0.112, -0.358, -0.435, 1.008, -0.554, -0.609, 0.364, 0.367, 0.414, 0.432, 0.361], "charge": -1, "spin_multiplicity": 1, "largest_force_ev_per_a": 4.525, "total_energy_ev": -86679.5666, "e_lumo_ev": 0.41, "homo_energy_ev": -4.518}

Q: Which of these has the highest charge?
A: C46H44BF3IN5O9PReS2